Version P
Formula: C5H11O2
Source: the Open Molecules 2025 dataset
Level of theory: ωB97M-V with the def2-TZVPD basis set

```
18
C5H11O2 | the Open Molecules 2025 dataset | ωB97M-V with the def2-TZVPD basis set
C 0.95452 -1.05062 -0.76659
C 0.22665 -0.87758 -2.10808
C 0.09989 -1.70702 0.32907
H 1.85615 -1.67162 -0.91196
H 1.33218 -0.10490 -0.37304
H 0.85690 -1.18025 -2.94286
H -0.13510 0.13296 -2.22530
H -0.96119 -1.53992 0.18510
H 0.23599 -2.78169 0.32849
H -0.60271 -1.58306 -2.15022
H 0.42144 -1.33819 1.30446
C -0.53477 2.45446 0.89734
C -0.76044 1.28903 1.85595
O -1.80626 0.72152 1.97791
O 0.33783 1.03553 2.50913
H 0.34041 3.04480 1.16661
H -1.42705 3.06028 1.03974
H -0.43444 2.09627 -0.11574
```

Net charge: 0
Spin multiplicity: 2

Version Q
Formula: C5H11O2
Source: the Open Molecules 2025 dataset
Level of theory: ωB97M-V with the def2-TZVPD basis set

```
18
C5H11O2 | the Open Molecules 2025 dataset | ωB97M-V with the def2-TZVPD basis set
C -0.46508 2.80463 1.80179
C -1.63221 1.82887 1.76161
O -1.39388 0.79597 2.53144
O -2.63688 1.96272 1.11761
H 0.16810 2.57356 2.66636
H -0.92151 3.77647 1.97176
H 0.04712 2.84955 0.84671
C 0.85709 -1.04362 -0.90610
C -0.65071 -1.36115 -0.84316
C 1.68955 -2.10106 -1.60252
H 0.97852 -0.06277 -1.37466
H 1.26333 -0.85105 0.08409
H -1.15060 -0.86201 -0.01229
H 1.16804 -2.59628 -2.41970
H 2.58242 -1.68967 -2.09810
H -0.92404 -2.40997 -0.92614
H -1.06655 -0.75674 -1.66171
H 2.08728 -2.85745 -0.93700
```

Net charge: 0
Spin multiplicity: 2

Stability summary - winner: version P; margin: 3.0 kcal/mol.

Version P
Formula: C10H13N
Source: the Open Molecules 2025 dataset
Level of theory: ωB97M-V with the def2-TZVPD basis set

```
24
C10H13N | the Open Molecules 2025 dataset | ωB97M-V with the def2-TZVPD basis set
C -1.91000 -1.60260 0.95614
C -1.23210 -0.96536 -0.33920
C -1.96979 1.13698 0.05077
C -0.66596 1.83803 -0.02104
C 0.47825 0.87442 0.03980
C 1.86114 1.26835 0.36055
C 2.81827 0.32963 0.23906
C 2.55435 -0.94426 -0.22453
C 1.31871 -1.44555 -0.39322
C 0.20587 -0.52860 -0.16518
H -1.31939 -2.46266 1.33402
H -1.55877 -0.97092 1.88364
H -3.08493 -1.88912 0.86636
H -1.28726 -1.69059 -1.17898
H -3.05847 -0.11551 -0.98116
H -2.23490 0.96602 1.14046
H -2.64692 1.94811 -0.31252
H -0.53190 2.32117 -0.93291
H -0.73757 2.59095 0.79273
H 2.10515 2.28475 0.53387
H 3.83375 0.68148 0.31286
H 3.31758 -1.76107 -0.38115
H 1.21717 -2.45397 -0.51654
N -2.10944 0.11217 -0.79710
```

Structure (SMILES): C[C@H]1NCCc2ccccc21
Net charge: 0
Spin multiplicity: 1

Version Q
Formula: C10H13N
Source: the Open Molecules 2025 dataset
Level of theory: ωB97M-V with the def2-TZVPD basis set

```
24
C10H13N | the Open Molecules 2025 dataset | ωB97M-V with the def2-TZVPD basis set
C -1.38576 2.17449 0.08074
C -1.96289 -0.11115 0.34155
C -1.78500 -1.54130 -0.27115
C -0.38300 -2.01496 -0.07304
C 0.67794 -0.97757 0.00423
C 2.10686 -1.23412 0.22994
C 3.09834 -0.24009 0.13324
C 2.65471 1.06219 -0.21889
C 1.25011 1.27292 -0.08147
C 0.26383 0.44431 -0.11591
H -0.89028 2.68372 -0.77713
H -2.46674 2.44863 0.03222
H -1.06102 2.59220 1.05643
H -3.09219 0.30709 0.14920
H -2.02664 -0.04071 1.54931
H -2.56551 -2.23740 -0.15889
H -1.98262 -1.29868 -1.35434
H -0.38134 -2.86792 0.75810
H -0.03080 -2.54951 -1.13034
H 2.41410 -2.28574 0.38582
H 4.16555 -0.60698 0.34701
H 3.43885 1.82498 -0.64416
H 0.95823 2.39647 -0.04105
N -1.01473 0.79913 -0.20143
```

Structure (SMILES): CN1CCCc2ccccc21
Net charge: 0
Spin multiplicity: 1

Stability summary - winner: version P; margin: 24.2 kcal/mol.

Version P
Formula: C5H10NOS
Source: the Open Molecules 2025 dataset
Level of theory: ωB97M-V with the def2-TZVPD basis set

```
18
C5H10NOS | the Open Molecules 2025 dataset | ωB97M-V with the def2-TZVPD basis set
C 0.19564 0.54962 0.11193
C -0.77501 -0.17386 0.58721
C 0.32674 -2.12861 -0.71673
C 0.70517 1.70253 -0.38364
C -1.96111 0.51765 1.40393
N 1.51014 -1.35089 -0.32916
O -0.16143 -1.53876 -1.88508
S -0.90709 -1.88725 0.54421
H 0.65378 -3.11607 -0.98222
H -0.08055 2.39054 -0.14437
H 0.73736 1.72703 -1.48663
H 1.57021 2.06747 0.00055
H -1.83921 0.65369 2.51525
H -2.87665 -0.05810 1.20755
H -1.94542 1.48881 0.91480
H 2.09095 -1.20103 -1.11467
H 2.02828 -1.85724 0.42824
H -0.90733 -2.02839 -2.37073
```

Net charge: +1
Spin multiplicity: 1

Version Q
Formula: C5H10NOS
Source: the Open Molecules 2025 dataset
Level of theory: ωB97M-V with the def2-TZVPD basis set

```
18
C5H10NOS | the Open Molecules 2025 dataset | ωB97M-V with the def2-TZVPD basis set
C -0.27188 -1.35376 -0.56470
C 0.98406 -1.10479 -0.12696
C -0.23320 1.15579 -0.49564
C 1.94316 -2.15637 0.31443
C -0.94239 2.06341 0.48941
N -1.01204 -0.06144 -0.89536
O 0.00248 1.78337 -1.68579
S 1.36618 0.52508 0.09699
H -0.61281 -2.20362 -1.09359
H 2.81433 -2.08490 -0.16257
H 1.41538 -3.16951 0.10052
H 2.11882 -2.15134 1.43011
H -0.30735 2.50455 1.19765
H -1.58982 1.51575 1.18190
H -1.60998 2.88208 -0.05203
H -1.31669 -0.04035 -1.87214
H -1.80725 0.14914 -0.32050
H 0.21986 2.66037 -1.56244
```

Structure (SMILES): CC1=C[NH2+][C@](C)(O)S1
Net charge: +1
Spin multiplicity: 1

Stability summary - winner: version Q; margin: 37.1 kcal/mol.

Version P
Formula: C22H23N3O3S
Source: the Open Molecules 2025 dataset
Level of theory: ωB97M-V with the def2-TZVPD basis set

```
52
C22H23N3O3S | the Open Molecules 2025 dataset | ωB97M-V with the def2-TZVPD basis set
C -7.35116 -2.75382 0.32399
H -8.17764 -2.04398 0.21573
O -6.28420 -2.44014 -0.53751
C -5.66006 -1.23878 -0.38875
C -5.99245 -0.27755 0.55835
C -5.27856 0.90731 0.62064
C -4.23579 1.16052 -0.25413
C -3.91106 0.19876 -1.20640
C -4.61034 -0.98560 -1.27402
H -4.36618 -1.73690 -2.00835
H -3.10834 0.38660 -1.90440
C -3.44492 2.44006 -0.17716
N -2.02962 2.16921 0.06133
C -1.64633 1.81501 1.32314
S -2.67410 1.73987 2.60590
N -0.33234 1.51741 1.52392
C 0.62669 1.56165 0.54690
C 1.95806 1.24371 0.81015
C 2.89095 1.30001 -0.20904
C 2.50887 1.69104 -1.49533
C 1.19394 2.00544 -1.75775
C 0.23911 1.93858 -0.74374
C -1.16223 2.26436 -1.02606
O -1.56720 2.59465 -2.11958
H 0.87066 2.30952 -2.74133
H 3.25220 1.75027 -2.27538
C 4.33792 1.04015 0.10517
O 4.99594 1.86215 0.71534
N 4.84596 -0.12000 -0.35915
C 4.05466 -1.21319 -0.86973
H 4.61810 -1.67300 -1.68720
C 3.79923 -2.24445 0.24459
C 4.95619 -2.22396 1.25126
C 6.26515 -1.91439 0.53023
C 6.21021 -0.48381 -0.01888
H 6.84539 -0.38367 -0.90646
H 6.54952 0.23718 0.72884
H 7.11003 -2.00763 1.21221
H 6.40961 -2.63243 -0.27909
H 5.01961 -3.18178 1.76779
H 4.78152 -1.45075 2.00238
H 2.86274 -2.01777 0.75632
H 3.70352 -3.23430 -0.20294
H 3.11343 -0.84022 -1.27360
H 2.25803 0.96469 1.80931
H -0.07754 1.27365 2.47247
H -3.81703 3.07165 0.63222
H -3.49620 2.97958 -1.12658
H -5.53908 1.63918 1.37023
H -6.79741 -0.43824 1.25767
H -7.68825 -3.74562 0.02645
H -7.02920 -2.78025 1.37007
```

Structure (SMILES): COc1ccc(Cn2c(=S)[nH]c3cc(C(=O)N4CCCCC4)ccc3c2=O)cc1
Net charge: 0
Spin multiplicity: 1

Version Q
Formula: C22H23N3O3S
Source: the Open Molecules 2025 dataset
Level of theory: ωB97M-V with the def2-TZVPD basis set

```
52
C22H23N3O3S | the Open Molecules 2025 dataset | ωB97M-V with the def2-TZVPD basis set
C -4.63172 -2.78511 -0.25621
C -4.12284 -1.37911 -0.30780
C -4.28185 -0.61498 -1.45459
C -3.74797 0.65726 -1.55466
C -3.05376 1.19315 -0.47949
C -2.97002 0.47038 0.70529
C -3.46677 -0.81907 0.79448
C -3.25134 -1.61297 2.04332
H -2.86712 -0.98238 2.84077
H -2.52040 -2.39815 1.84743
H -4.17312 -2.08415 2.37915
H -2.47628 0.90993 1.55889
N -2.43104 2.45054 -0.60509
C -1.18027 2.81599 -0.22325
O -0.81778 3.97832 -0.31815
C -0.30304 1.73464 0.26903
C -0.23045 0.41600 -0.14113
C 0.74016 -0.20436 0.65383
C 1.25252 0.75194 1.50078
N 0.63177 1.92229 1.25176
C 0.88598 3.14830 1.96118
H 0.35458 3.15801 2.91601
H 0.54856 3.98724 1.35475
H 1.95415 3.24267 2.15139
H 2.00908 0.65005 2.25173
S 1.21890 -1.90281 0.56545
O 0.13147 -2.67234 0.03697
O 1.78601 -2.29127 1.81992
N 2.44916 -1.90217 -0.58695
C 3.43926 -0.94157 -0.33865
C 4.21641 -0.83041 0.79753
C 5.13608 0.20871 0.85380
C 5.26641 1.10646 -0.19261
C 4.47287 0.99104 -1.32812
C 3.55965 -0.03777 -1.39530
C 2.55732 -0.38194 -2.45988
H 1.77492 0.38074 -2.50388
H 3.01079 -0.46056 -3.44741
C 2.01659 -1.74045 -1.97450
H 2.44945 -2.56172 -2.55357
H 0.93142 -1.82517 -2.01490
H 4.56739 1.69710 -2.13962
H 5.98994 1.90514 -0.12759
H 5.76011 0.31516 1.72869
H 4.09197 -1.52808 1.60898
H -0.80228 -0.06125 -0.90977
H -2.94621 3.17277 -1.09336
H -3.84770 1.22280 -2.46949
H -4.80945 -1.03188 -2.30032
H -3.80981 -3.46985 -0.05155
H -5.09230 -3.06415 -1.20032
H -5.36938 -2.90294 0.53705
```

Structure (SMILES): Cc1ccc(NC(=O)c2cc(S(=O)(=O)N3CCc4ccccc43)cn2C)cc1C
Net charge: 0
Spin multiplicity: 1

Stability summary - winner: version P; margin: 25.9 kcal/mol.

Version P
Formula: C3H6N2O2S
Source: the Open Molecules 2025 dataset
Level of theory: ωB97M-V with the def2-TZVPD basis set

```
14
C3H6N2O2S | the Open Molecules 2025 dataset | ωB97M-V with the def2-TZVPD basis set
C 1.56060 -0.72881 0.40238
C -0.62207 0.32007 -0.14591
C -2.06174 0.09546 -0.43601
H 2.06325 -0.32143 -0.48275
H 1.80419 0.15140 1.18843
H 1.99027 -1.69018 0.74475
H -0.91295 -2.38682 0.55614
H -2.70815 0.95246 -0.49179
H 0.71697 3.42897 -0.79167
N 0.15008 -0.83878 0.11545
N -0.28252 1.50614 -0.48026
O -0.41120 -1.61524 1.08315
O -2.50848 -1.01067 -0.65101
S 1.22177 2.13743 -0.61090
```

Structure (SMILES): CN(O)/C(C=O)=N\S
Net charge: 0
Spin multiplicity: 1

Version Q
Formula: C3H6N2O2S
Source: the Open Molecules 2025 dataset
Level of theory: ωB97M-V with the def2-TZVPD basis set

```
14
C3H6N2O2S | the Open Molecules 2025 dataset | ωB97M-V with the def2-TZVPD basis set
C 0.28370 -1.40213 2.33099
C -0.23420 -0.83447 1.12412
C 0.01409 1.26668 -0.82448
H 1.35713 -0.74657 3.01378
H 0.15776 -2.60137 2.29028
H -0.68795 -1.09486 3.09409
H -0.95636 2.58214 0.29674
H -0.24295 0.75921 -3.00813
H -0.98920 -1.09018 -1.70900
N -0.95991 2.17910 -0.73975
N 0.16082 0.34658 -2.00039
O -1.32177 -1.17465 0.65942
O 0.15774 -1.00454 -1.71433
S 0.99286 0.48531 0.49118
```

Net charge: 0
Spin multiplicity: 1

Version R
Formula: C3H6N2O2S
Source: the Open Molecules 2025 dataset
Level of theory: ωB97M-V with the def2-TZVPD basis set

```
14
C3H6N2O2S | the Open Molecules 2025 dataset | ωB97M-V with the def2-TZVPD basis set
C -2.00935 0.54513 0.64643
C 1.10006 -0.94871 -0.28186
C 1.77312 1.29779 -0.64577
H -2.42179 -0.16081 1.44345
H -1.06225 1.29218 0.96907
H -2.70074 1.36661 0.59019
H -0.70752 -2.14038 -0.73181
H 1.04162 -2.11850 1.31635
H 2.45774 1.82323 -1.32108
N -0.30317 -1.08381 -0.63304
N 1.71408 -1.73557 0.51267
O 1.76611 0.07209 -1.04926
O 0.96705 1.89609 0.22868
S -1.61495 -0.10534 -1.04400
```

Structure (SMILES): [H]/N=C(\NSC)OC=O
Net charge: 0
Spin multiplicity: 1

Version S
Formula: C3H6N2O2S
Source: the Open Molecules 2025 dataset
Level of theory: ωB97M-V with the def2-TZVPD basis set

```
14
C3H6N2O2S | the Open Molecules 2025 dataset | ωB97M-V with the def2-TZVPD basis set
C 1.02929 -0.38681 1.19317
C -0.65657 0.64672 -0.31055
C -0.83703 0.33034 -1.72258
H 1.00396 -2.32250 1.78854
H 2.51892 -1.50402 2.07808
H -0.31879 -1.40182 0.03364
H -0.09996 1.57149 -0.17242
H -1.66824 0.91500 0.18040
H -1.43011 2.66272 -1.80012
N 1.57767 -1.54927 1.57699
N -0.12588 -0.48357 0.50101
O 1.42469 0.70157 1.54921
O -0.69343 -0.79673 -2.22525
S -1.72453 1.61688 -2.67012
```

Structure (SMILES): NC(=O)NCC(=O)S
Net charge: 0
Spin multiplicity: 1

Stability summary - winner: version S; margin: 77.8 kcal/mol.